(1)
Formula: C4H9NO
Source: the OMol25 dataset
Level of theory: ωB97M-V with the def2-TZVPD basis set

```
15
Properties=species:S:1:pos:R:3
C 0.26 -0.68 -1.49
C 1.03 -1.00 -0.20
N 0.60 -0.30 1.00
C -0.55 0.41 1.31
C -0.94 1.54 0.37
O -1.20 0.15 2.30
H 0.33 -1.51 -2.20
H 0.50 0.29 -1.90
H -0.80 -0.65 -1.19
H 0.92 -2.07 -0.04
H 2.10 -0.86 -0.35
H 0.97 -0.74 1.83
H -1.07 2.43 0.99
H -0.21 1.63 -0.42
H -1.94 1.36 -0.02
```

Summary:
net charge: 0


(2)
Formula: C4H9NO
Source: the OMol25 dataset
Level of theory: ωB97M-V with the def2-TZVPD basis set

```
15
Properties=species:S:1:pos:R:3
C -0.52 -0.13 0.22
C 0.48 -1.89 1.65
N -0.93 -0.76 -0.93
C 0.12 1.79 -0.23
C 0.53 2.11 -1.44
O 0.70 -0.31 0.62
H -1.32 0.00 0.95
H -1.78 -0.46 -1.37
H -0.17 -1.02 -1.54
H 0.10 2.49 0.60
H 0.78 -1.49 2.61
H -0.53 -2.31 1.65
H 1.18 -2.54 1.15
H 0.79 3.14 -1.72
H 0.57 1.36 -2.23
```

Summary:
net charge: 0


Taking the records one at a time from the top gives highest occupied orbital energy values of -9.306, -7.487 eV.
Taking the records one at a time from the top gives E_LUMO values of 0.9, 0.7 eV.
Taking the records one at a time from the top gives HOMO-LUMO gap values of 10.2148, 8.1617 eV.